183
Properties=species:S:1:pos:R:3:lowdin_charge:R:1 method="wB97M-V/def2-TZVPD" energy_ev=-110885.06654 lumo_ev=0.2 de_lowest_kcal_mol=110.93 e_homo_ev=-9.13 orbital_gap_ev=9.29
C -3.02378 4.36502 -2.32027 -0.06
C -1.75195 5.22568 -2.05414 -0.18
O -1.41572 4.98311 -0.66155 0.01
C -1.84336 5.85159 0.30162 -0.52
O -2.65082 6.80598 0.15383 0.06
O -1.36411 5.51917 1.48331 0.00
C -1.79269 6.09840 2.67685 -0.05
H -3.88717 4.47905 -1.66479 0.07
H -2.69897 3.33566 -2.16862 0.07
H -3.52661 4.51705 -3.27533 0.07
H -1.87858 6.24821 -2.40981 0.12
H -0.94151 4.91989 -2.71579 0.11
H -1.13296 6.74429 3.25622 0.10
H -1.96075 5.20738 3.28179 0.10
H -2.74073 6.60986 2.51036 0.09
C 5.26047 -3.29894 -0.17672 -0.06
C 5.82251 -3.05220 1.27031 -0.22
O 5.89042 -1.64695 1.48716 0.01
C 6.45590 -1.24399 2.70362 -0.50
O 6.83530 -1.95574 3.63225 0.10
O 6.54475 0.10564 2.72228 -0.01
C 6.88765 0.74955 3.95512 -0.05
H 4.33274 -2.77794 -0.41335 0.07
H 5.08816 -4.35711 -0.37335 0.07
H 6.01570 -3.00224 -0.90452 0.07
H 6.80624 -3.52157 1.26262 0.12
H 5.20936 -3.60843 1.97937 0.12
H 7.05266 1.82246 3.85641 0.09
H 7.80279 0.33427 4.37721 0.09
H 6.13150 0.64140 4.73270 0.09
C 0.79153 -3.95240 12.93250 -0.08
C 1.85156 -4.44765 12.03389 -0.24
O 1.97044 -3.59135 10.88376 0.03
C 2.58202 -4.05947 9.77836 -0.56
O 2.85041 -5.24993 9.58709 0.09
O 2.61756 -3.10984 8.85589 0.01
C 3.02428 -3.45301 7.52108 -0.03
H 0.85332 -2.87488 13.08496 0.08
H 0.87505 -4.36955 13.93604 0.08
H -0.18666 -4.18911 12.51391 0.08
H 1.63241 -5.49404 11.82142 0.12
H 2.83259 -4.44436 12.50894 0.13
H 2.48726 -4.29977 7.09364 0.09
H 4.06002 -3.79202 7.50108 0.09
H 2.95210 -2.63253 6.80716 0.09
C -7.59942 -2.70367 -2.66944 -0.05
C -6.96138 -1.30113 -2.81331 -0.21
O -7.33701 -0.47511 -3.91442 0.04
C -8.53060 0.10790 -3.91333 -0.51
O -9.53297 -0.04999 -3.16698 0.07
O -8.57162 0.86380 -5.05860 -0.03
C -9.67273 1.75575 -5.33938 -0.04
H -7.10940 -3.23228 -1.85179 0.08
H -7.68256 -3.23766 -3.61603 0.08
H -8.61123 -2.52894 -2.30364 0.07
H -5.90913 -1.42340 -3.07008 0.12
H -6.89247 -0.76212 -1.86842 0.13
H -9.83120 1.90029 -6.40807 0.09
H -9.42263 2.76265 -5.00519 0.09
H -10.56432 1.43431 -4.80100 0.09
C -2.21570 -6.39095 0.32505 -0.07
C -1.22321 -6.01881 1.35054 -0.25
O -1.27100 -6.93707 2.42277 0.02
C -0.49138 -6.73367 3.52272 -0.53
O 0.34834 -5.83785 3.62300 0.10
O -0.88420 -7.55937 4.50833 -0.01
C -0.31085 -7.43362 5.78950 -0.05
H -2.22930 -7.42647 -0.01493 0.08
H -2.29540 -5.74907 -0.55231 0.08
H -3.19419 -6.29285 0.79518 0.08
H -1.43725 -5.06303 1.82882 0.13
H -0.22417 -5.94624 0.92074 0.13
H -0.80750 -8.03113 6.55397 0.10
H -0.44820 -6.38829 6.06613 0.09
H 0.76501 -7.60738 5.76878 0.10
C 5.66815 6.86329 1.94373 -0.05
C 4.24440 6.38039 2.18332 -0.21
O 4.05293 5.27837 3.05315 0.06
C 3.72421 5.38682 4.29593 -0.57
O 3.29889 6.41558 4.84625 0.08
O 3.82071 4.17689 4.90015 0.00
C 3.37026 4.13554 6.22599 -0.07
H 5.74792 7.68092 2.66012 0.07
H 5.81232 7.43189 1.02502 0.08
H 6.41473 6.11598 2.21253 0.09
H 3.90393 6.03430 1.20740 0.11
H 3.48027 7.11816 2.42806 0.13
H 3.60059 5.05136 6.77033 0.10
H 3.91433 3.32619 6.71287 0.09
H 2.32877 3.81838 6.27906 0.10
C 0.75972 0.80652 1.41216 -0.08
C 1.22191 -0.46726 0.73764 -0.20
O 0.11393 -1.08351 -0.02158 -0.03
C -0.31031 -0.64338 -1.33863 -0.50
O -1.24722 -1.10859 -1.92458 0.14
O 0.55753 0.31934 -1.69510 -0.03
C 0.52255 0.63720 -3.09195 -0.03
H 1.50570 1.31645 2.02174 0.08
H -0.20109 0.69279 1.91417 0.08
H 0.43600 1.57227 0.70722 0.07
H 1.46869 -1.16792 1.53530 0.12
H 2.05770 -0.16734 0.10550 0.11
H 0.86555 1.65696 -3.26672 0.09
H -0.47982 0.65316 -3.51986 0.09
H 1.12900 -0.06367 -3.66562 0.10
C 0.31530 -4.98927 -6.83343 -0.17
C 1.65879 -4.39378 -7.32182 -0.17
C 2.43931 -3.96889 -6.07219 -0.21
O 1.45485 -3.83995 -5.03367 -0.15
C 0.34192 -4.75677 -5.34273 -0.18
H 0.11807 -5.98563 -7.22900 0.11
H -0.51817 -4.42725 -7.25481 0.10
H 1.45803 -3.51013 -7.92758 0.10
H 2.29560 -4.98321 -7.98148 0.10
H 3.08485 -3.12051 -6.29942 0.12
H 3.12675 -4.76439 -5.78457 0.11
H -0.63533 -4.44681 -4.97256 0.12
H 0.58490 -5.67619 -4.81006 0.11
C -3.15187 0.35927 -7.79596 -0.13
C -4.42254 0.04255 -8.64158 -0.17
C -5.02490 1.38695 -9.00679 -0.21
O -4.23525 2.39008 -8.38473 -0.14
C -2.93305 1.87769 -8.16502 -0.20
H -2.27776 -0.27943 -7.92283 0.10
H -3.41976 0.32327 -6.74002 0.10
H -5.11141 -0.56076 -8.05032 0.10
H -4.16163 -0.59286 -9.48792 0.10
H -6.06586 1.44847 -8.68943 0.12
H -5.02918 1.55490 -10.08376 0.11
H -2.36863 2.45999 -7.43671 0.11
H -2.33161 2.02922 -9.06135 0.11
C 4.49659 3.10487 -2.36416 -0.18
C 4.65235 4.07402 -3.48189 -0.18
C 5.83086 3.46786 -4.18350 -0.25
O 5.71318 2.08244 -4.10108 -0.13
C 5.13673 1.80275 -2.83258 -0.19
H 3.45536 2.97649 -2.06843 0.11
H 5.09694 3.47627 -1.53365 0.11
H 4.89907 5.07402 -3.12519 0.12
H 3.78739 4.05722 -4.14496 0.12
H 6.79200 3.70457 -3.72711 0.12
H 5.93141 3.82790 -5.20740 0.12
H 5.89871 1.44941 -2.13786 0.12
H 4.36314 1.05724 -3.01657 0.11
C -1.49345 -2.02311 6.76367 -0.21
C -2.83935 -2.36002 7.13226 -0.22
C -2.92910 -1.90007 8.55607 -0.29
O -2.22229 -0.78683 8.55855 -0.12
C -1.42633 -0.66199 7.34569 -0.15
H -1.32119 -2.20694 5.70318 0.13
H -0.91072 -2.77413 7.29706 0.12
H -3.15468 -3.39600 7.00808 0.12
H -3.60809 -1.85305 6.54906 0.12
H -2.40675 -2.50039 9.30097 0.12
H -3.93041 -1.67695 8.92443 0.13
H -0.40332 -0.35451 7.56256 0.12
H -1.93759 0.04955 6.69728 0.12
C -6.04797 1.72431 2.65673 -0.20
C -6.36893 1.79173 4.10928 -0.18
C -5.15733 2.51275 4.67133 -0.20
O -4.08953 2.13345 3.80828 -0.13
C -4.53611 1.77549 2.50242 -0.19
H -6.52614 2.48927 2.04493 0.11
H -6.50693 0.83991 2.21483 0.11
H -6.42450 0.81327 4.58636 0.11
H -7.33223 2.27639 4.26828 0.12
H -4.93501 2.12337 5.66484 0.11
H -5.36158 3.57405 4.81289 0.11
H -4.37119 0.74831 2.17716 0.11
H -4.20303 2.48834 1.74809 0.11
C 4.64143 2.20895 -9.34012 -0.15
C 3.89235 2.04979 -10.65510 -0.18
C 2.56080 1.43284 -10.34315 -0.23
O 2.23350 1.82262 -9.02938 -0.12
C 3.43131 2.16292 -8.35996 -0.21
H 5.18323 3.15423 -9.30844 0.10
H 5.35413 1.43747 -9.04863 0.11
H 4.39634 1.36438 -11.33651 0.11
H 3.70349 3.00888 -11.13738 0.11
H 2.58354 0.34464 -10.40136 0.12
H 1.80317 1.79430 -11.03844 0.12
H 3.65248 1.45695 -7.55946 0.11
H 3.40795 3.18391 -7.97898 0.11

191
Properties=species:S:1:pos:R:3:lowdin_charge:R:1 method="wB97M-V/def2-TZVPD" energy_ev=-142670.74985 total_charge=+5 lumo_ev=-7.3 e_homo_ev=-12.53 orbital_gap_ev=5.27
C 9.92042 19.67406 -21.21144 -0.05
C 8.43624 19.38044 -21.62389 -0.13
N 7.62619 20.60160 -21.44002 -0.07
C 6.87846 21.20276 -22.41967 0.01
C 6.25594 22.35462 -21.89467 0.03
N 6.64518 22.39481 -20.56072 -0.10
C 7.46688 21.31438 -20.28343 0.05
C 6.22600 23.42525 -19.64354 0.00
H 10.06073 19.91101 -20.15681 0.08
H 10.29554 20.53977 -21.75726 0.08
H 10.57429 18.87571 -21.56245 0.08
H 8.00788 18.60027 -20.99463 0.13
H 8.38847 19.11198 -22.67923 0.12
H 7.02490 20.85123 -23.43031 0.14
H 5.77075 23.22316 -22.31494 0.14
H 7.97480 21.08257 -19.35893 0.17
H 5.25092 23.09902 -19.28174 0.11
H 6.10402 24.38502 -20.14560 0.11
H 6.83544 23.57199 -18.75182 0.11
C -1.98993 15.04109 -17.98242 -0.04
C -1.38804 14.53563 -19.33872 -0.14
N 0.06777 14.56559 -19.31034 -0.06
C 0.92169 15.63838 -19.32433 0.01
C 2.21696 15.16068 -19.15864 0.00
N 2.20292 13.78892 -19.05972 -0.08
C 0.86730 13.44969 -19.13714 0.04
C 3.32565 12.89762 -19.00039 0.00
H -3.07782 15.05342 -18.04892 0.09
H -1.71782 16.08209 -17.80812 0.07
H -1.62997 14.45816 -17.13463 0.08
H -1.68372 15.24178 -20.11462 0.13
H -1.69644 13.54394 -19.66971 0.13
H 0.46041 16.60510 -19.46236 0.14
H 3.18568 15.63671 -19.12183 0.14
H 0.48078 12.44122 -19.13825 0.17
H 3.44470 12.48769 -17.99745 0.11
H 4.26199 13.39641 -19.25051 0.11
H 3.33671 12.01770 -19.64360 0.11
C 1.37418 10.73146 -11.43612 -0.08
C 2.90076 11.24866 -11.57045 -0.17
C 3.59751 11.24338 -10.16467 -0.12
N 4.43199 10.01507 -9.77386 -0.21
C 3.66442 8.71076 -10.16190 0.04
C 4.78446 10.05746 -8.21111 -0.04
C 6.14200 9.33361 -8.11724 -0.15
C 6.72397 9.15484 -9.51346 -0.15
C 5.88262 10.05906 -10.35932 -0.10
H 0.88125 10.54022 -12.38930 0.07
H 0.77635 11.53378 -11.00372 0.07
H 1.15657 9.90727 -10.75681 0.06
H 2.96720 12.24684 -12.00328 0.11
H 3.44868 10.62471 -12.27655 0.09
H 2.80299 11.27859 -9.41928 0.12
H 4.22748 12.08291 -9.87070 0.13
H 2.86320 8.55255 -9.44000 0.10
H 4.25554 7.83515 -9.89361 0.10
H 3.43026 8.58261 -11.21872 0.10
H 4.02405 9.52665 -7.63831 0.13
H 4.89100 11.09067 -7.88058 0.13
H 5.99861 8.40614 -7.56286 0.12
H 6.83528 9.84244 -7.44748 0.13
H 6.88653 8.13020 -9.84781 0.12
H 7.70564 9.62349 -9.58274 0.13
H 5.94781 9.79427 -11.41466 0.13
H 6.15379 11.11464 -10.37660 0.14
C -2.06489 20.26231 -12.02442 -0.09
C -2.43932 21.68739 -12.33482 -0.25
C -3.30558 22.23068 -11.21551 -0.11
N -3.90642 23.70098 -11.36241 -0.19
C -2.83324 24.78775 -11.11656 0.02
C -4.56150 24.01137 -12.77920 -0.09
C -5.91803 23.35311 -12.73162 -0.16
C -6.40609 23.58113 -11.34109 -0.16
C -5.19078 23.87778 -10.45459 -0.07
H -1.15913 19.99645 -12.56940 0.09
H -2.80728 19.58429 -12.44543 0.08
H -2.08359 20.11656 -10.94437 0.08
H -3.10238 21.76091 -13.19683 0.11
H -1.54217 22.29853 -12.43351 0.12
H -2.68351 22.28480 -10.32208 0.13
H -4.16901 21.61325 -10.96777 0.13
H -2.34273 24.49417 -10.18849 0.10
H -3.24314 25.79461 -11.03694 0.11
H -2.10723 24.77035 -11.92939 0.10
H -4.78493 25.07200 -12.89429 0.14
H -3.89173 23.80074 -13.61295 0.13
H -6.64338 23.83482 -13.38730 0.13
H -5.84022 22.29303 -12.97305 0.12
H -6.99262 24.49115 -11.21486 0.13
H -6.98056 22.80533 -10.83490 0.13
H -5.12559 24.87055 -10.00934 0.13
H -5.18481 23.11117 -9.67976 0.12
C 4.79212 24.42427 -1.40925 -0.11
C 5.19947 23.80905 -2.68573 -0.24
C 4.07480 23.05399 -3.51519 -0.07
N 4.22397 23.20667 -5.09183 -0.21
C 3.82049 24.71093 -5.46474 0.06
C 3.28449 22.17880 -5.80070 -0.08
C 4.27575 21.27063 -6.49863 -0.15
C 5.57703 22.06677 -6.72415 -0.15
C 5.71211 22.92754 -5.52902 -0.10
H 3.88327 25.02549 -1.43418 0.09
H 5.66316 24.96469 -1.03866 0.09
H 4.55820 23.69207 -0.63642 0.09
H 5.94638 23.03755 -2.49867 0.12
H 5.62147 24.60321 -3.30164 0.10
H 3.09237 23.49964 -3.35922 0.12
H 4.01864 21.99607 -3.25876 0.13
H 2.76189 24.82394 -5.23090 0.10
H 3.92156 24.69005 -6.54984 0.10
H 4.51248 25.40875 -4.99324 0.10
H 2.75653 22.75059 -6.56386 0.12
H 2.59057 21.79809 -5.05128 0.13
H 3.99712 20.84776 -7.46385 0.12
H 4.45608 20.39478 -5.87536 0.12
H 5.37157 22.74142 -7.55526 0.12
H 6.47439 21.47854 -6.91605 0.14
H 6.14475 23.91281 -5.70271 0.13
H 6.23814 22.43217 -4.71293 0.13
C 13.26964 9.19514 -16.46836 -0.08
C 13.65195 9.49754 -17.91089 -0.25
C 12.91734 8.68421 -18.94781 -0.15
N 13.07154 9.07638 -20.41458 -0.21
C 14.52805 8.78428 -20.89781 0.05
C 12.07433 8.34792 -21.47452 -0.03
C 11.43194 9.50863 -22.28459 -0.15
C 12.41920 10.65336 -22.12205 -0.15
C 12.75838 10.60423 -20.61392 -0.08
H 14.03793 9.43473 -15.73322 0.09
H 13.15225 8.12100 -16.32500 0.08
H 12.34447 9.65359 -16.11910 0.09
H 14.70567 9.30123 -18.10906 0.11
H 13.54604 10.57184 -18.06171 0.11
H 11.85380 8.86572 -18.79274 0.13
H 13.20973 7.65168 -18.75681 0.14
H 14.85378 7.93337 -20.29953 0.10
H 15.10090 9.67975 -20.65682 0.11
H 14.51741 8.46888 -21.94112 0.10
H 12.49307 7.48146 -21.98641 0.13
H 11.34370 7.84634 -20.83996 0.12
H 11.24556 9.31136 -23.34027 0.12
H 10.43044 9.66793 -21.88497 0.12
H 13.31377 10.43228 -22.70427 0.12
H 11.97642 11.58983 -22.46125 0.13
H 13.58591 11.22566 -20.27168 0.13
H 11.90092 10.83122 -19.98039 0.13
C 24.20026 17.44881 -10.50922 -0.08
C 23.71837 16.50886 -11.57587 -0.27
C 22.46206 16.91356 -12.22826 -0.16
N 21.68935 15.92234 -13.10348 -0.23
C 22.52098 15.73646 -14.39602 0.05
C 20.28793 16.49363 -13.53853 -0.10
C 19.36164 15.34910 -13.91558 -0.15
C 19.86675 14.20742 -13.02708 -0.12
C 21.24384 14.65598 -12.35502 -0.04
H 25.04251 16.93009 -10.05138 0.09
H 23.45857 17.65631 -9.73790 0.09
H 24.61598 18.37649 -10.90253 0.09
H 23.64484 15.48406 -11.21188 0.12
H 24.52525 16.59758 -12.30332 0.12
H 22.65585 17.78409 -12.85494 0.14
H 21.75113 17.20908 -11.45667 0.14
H 23.53671 15.53466 -14.05592 0.10
H 22.61880 16.69098 -14.91315 0.11
H 22.14201 14.90417 -14.98911 0.11
H 20.34872 17.25893 -14.31229 0.13
H 19.92778 17.04562 -12.67037 0.13
H 19.66421 15.04753 -14.91839 0.10
H 18.29833 15.58879 -13.91169 0.13
H 19.82946 13.36181 -13.71387 0.11
H 19.18472 13.98045 -12.20768 0.12
H 22.16367 14.09430 -12.51792 0.13
H 21.16183 14.79297 -11.27678 0.14
N 12.42983 14.71110 -6.29162 -0.24
S 11.33352 15.83825 -6.86708 0.54
O 10.32668 15.39172 -7.83993 -0.32
O 11.75802 17.22973 -6.96461 -0.30
F 10.43065 15.86620 -5.57348 -0.21
S 13.12589 14.61693 -7.57870 0.40
O 13.97472 15.73954 -8.08156 -0.32
O 12.72643 13.60233 -8.52575 -0.30
F 14.28395 13.79001 -6.78834 -0.26
N 7.86357 16.80591 -15.56707 -0.27
S 7.49641 17.25160 -14.17094 0.39
O 8.22202 18.43197 -13.69225 -0.30
O 6.86520 16.28189 -13.26536 -0.31
F 6.15924 17.93524 -14.65509 -0.24
S 9.06577 15.77060 -14.96119 0.56
O 8.81610 14.34890 -15.01889 -0.31
O 9.96030 16.19823 -13.89333 -0.27
F 10.06548 15.99168 -16.22928 -0.25